Below is the molecule C4H6BrF at a distorted geometry, with properties calculated with ωB97M-V/def2-TZVPD.

XYZ file:
```
12
Properties=species:S:1:pos:R:3:forces:R:3
C -0.300672 -1.505680 0.111744 -0.97 0.41 1.33
C -0.892691 -0.129393 0.117007 2.36 2.72 1.59
Br -2.489035 0.084422 -0.921497 -0.23 -0.03 0.06
C 0.279634 0.855924 -0.522363 -2.84 -2.01 5.73
C 1.149860 1.465460 0.270845 0.38 0.21 -2.01
F 2.148062 2.076814 -0.404204 0.81 0.66 -0.26
H 0.295571 -1.588204 1.008172 0.81 -0.06 -0.17
H 0.174597 -1.594447 -0.793111 1.93 -0.54 -1.90
H -0.951234 -2.336780 0.139074 -1.40 -0.64 0.22
H -1.016465 0.201384 1.217190 -0.49 -0.33 -1.91
H 0.232724 0.802734 -1.530744 0.62 0.30 -3.04
H 1.369650 1.667770 1.307888 -0.99 -0.68 0.35
```
Forces are in eV/Å.

max |F|	0.1304	Eh/bohr
relative energy (zero: lowest compared OMol25 entry of this formula, charge and spin)	56.66	kJ/mol
orbital gap	10.83	eV
HOMO level	-9.9	eV
SMILES	C[C@H](Br)/C=C/F

Results of the Mulliken charge analysis, in e, for atoms 1 through 4: C -1.185; C -0.024; Br -0.134; C -0.381